Here is 7 unconnected molecules or ions with the total composition C26H49F6NO8 from the Open Molecules 2025 dataset. Energies are from ωB97M-V/def2-TZVPD.

```
90
Properties=species:S:1:pos:R:3:forces:R:3:mulliken_charge:R:1
C -1.7489 4.6689 1.5887 1.28 -0.23 1.11 -1.170
C -0.2690 4.4453 1.1605 -0.61 -0.47 -0.17 -0.747
N 0.7033 4.1824 2.2295 -1.10 -0.19 -0.05 0.498
C 0.2564 3.0537 3.0569 0.46 -1.44 -0.28 -0.581
C 1.4217 2.1866 3.5022 1.77 0.72 0.91 -1.251
C 0.9923 5.3206 3.0641 0.65 1.32 0.88 -0.563
C 1.5711 6.5427 2.3198 -0.35 -1.18 -0.58 -1.278
H -1.8510 5.6921 1.9504 -0.59 0.15 -0.59 0.301
H -1.9433 4.0809 2.4900 -0.02 -0.18 -0.12 0.273
H -2.4409 4.2922 0.8426 -0.15 0.65 -0.21 0.401
H -0.2628 3.5656 0.5112 0.19 -0.01 -0.03 0.194
H 0.0736 5.2799 0.5529 0.05 -0.02 -0.03 0.643
H -0.3125 3.3235 3.9519 0.00 0.43 -0.04 0.283
H -0.3940 2.3730 2.5025 -0.24 0.47 -0.31 0.464
H 1.2694 1.6355 4.4305 -0.36 -0.09 -0.12 0.471
H 1.9333 1.5095 2.8131 -0.81 -0.07 -0.52 -0.003
H 2.2552 2.8696 3.7267 -0.11 0.03 0.26 0.469
H 1.6960 5.0036 3.8417 0.24 -0.09 -0.27 0.355
H 0.1760 5.7153 3.6961 -0.58 -0.38 -0.39 0.362
H 2.4736 6.2365 1.7870 0.25 0.25 0.27 0.260
H 1.7207 7.3877 2.9841 0.19 -0.03 0.04 0.405
H 0.8823 6.8320 1.5243 -0.10 0.30 0.19 0.298
C -0.9313 -0.2358 -6.9523 -0.83 0.24 0.14 -1.252
C -1.4250 -1.0566 -5.7714 1.81 0.54 0.51 -0.157
O -1.4066 -2.4522 -6.0877 -1.10 -0.70 -0.10 -0.297
C -0.3169 -3.1473 -5.8195 0.69 0.40 -0.59 0.502
O 0.6991 -2.7180 -5.3634 0.13 -0.11 0.16 -0.510
C -0.3975 -4.6285 -6.2835 -0.36 0.10 0.34 0.803
F 0.6642 -4.9435 -7.0343 -0.37 0.12 0.23 -0.252
F -0.3905 -5.4056 -5.1835 -0.04 0.07 -0.44 -0.221
F -1.5130 -4.8798 -6.9859 0.40 -0.08 0.21 -0.247
H -1.0740 0.8137 -6.6838 0.24 0.03 -0.06 0.392
H -1.5054 -0.3976 -7.8648 0.03 -0.19 0.02 0.305
H 0.1237 -0.4329 -7.1229 0.01 0.01 -0.07 0.310
H -2.3746 -0.7748 -5.3270 -0.33 -0.28 -0.52 0.392
H -0.6680 -0.8911 -4.9962 -0.25 -0.13 0.16 0.267
C -0.5011 -0.3173 0.8385 0.28 -0.11 0.89 -0.360
C 0.8335 -0.4709 0.1336 -0.66 0.71 -0.28 0.361
O 0.8057 -1.5535 -0.8013 -0.02 0.02 -1.06 -0.317
C 0.9140 -2.7972 -0.4069 -0.36 -0.07 0.13 0.487
O 1.1179 -3.1982 0.7013 0.16 -0.02 0.31 -0.560
C 0.7166 -3.8090 -1.5794 0.05 0.72 0.99 0.766
F 0.2406 -3.2263 -2.6692 0.02 -0.20 -0.25 -0.204
F 1.8987 -4.3732 -1.8297 0.05 -0.17 -0.39 -0.276
F -0.1330 -4.7592 -1.1845 -0.04 -0.11 -0.18 -0.254
H -0.3225 0.4296 1.6173 -0.10 -0.31 0.31 -0.206
H -0.8074 -1.2747 1.2613 0.00 0.17 0.31 0.130
H -1.3510 0.0658 0.2788 0.36 -0.14 -0.65 0.306
H 1.6947 -0.5771 0.7912 -0.20 -0.18 0.25 0.035
H 0.9744 0.4320 -0.4592 0.41 -0.27 -0.26 -0.012
C 3.4956 2.6009 -0.0443 1.21 0.77 -0.03 -0.560
C 3.2189 2.5447 -1.5346 -0.02 -0.30 0.20 0.755
O 2.5819 1.6281 -1.9935 -0.23 -0.01 -0.22 -0.489
C 3.8081 3.6116 -2.4313 0.40 0.82 0.14 -1.249
H 4.0899 1.7487 0.2919 -0.60 -0.48 -0.16 0.349
H 2.5951 2.7482 0.5492 -0.05 -0.14 0.01 -0.192
H 4.2024 3.4110 0.1599 -0.42 0.30 0.09 0.370
H 4.5241 3.1663 -3.1222 -0.14 -0.14 -0.07 0.306
H 4.3387 4.3911 -1.8806 0.09 -0.24 0.19 0.343
H 3.0763 4.1772 -3.0095 -0.31 -0.51 -0.09 0.330
C -4.9606 -3.4671 2.8832 0.22 -0.11 0.30 -1.015
C -4.0208 -4.3623 2.1128 0.29 -0.11 -0.06 0.546
O -4.3839 -5.4593 1.7565 0.05 -0.05 0.04 -0.568
C -2.6658 -3.7978 1.7138 -0.89 -0.64 0.91 -0.444
H -5.4207 -2.8891 2.0774 -0.41 0.21 0.40 0.212
H -4.4959 -2.8061 3.6156 0.33 0.19 -0.39 0.331
H -5.6660 -4.0600 3.4613 -0.31 -0.07 -0.47 0.344
H -2.8238 -2.7953 1.3244 0.39 -0.03 -0.30 -0.040
H -2.2064 -4.5340 1.0612 0.21 0.42 -0.31 0.164
H -2.0932 -3.7343 2.6431 0.18 0.18 -0.09 0.480
C 4.6339 -0.4564 5.5264 -0.08 0.38 0.58 -1.071
C 3.4317 -1.0030 4.7661 0.29 0.07 -0.03 0.799
O 2.3204 -0.7314 5.1487 -0.16 0.08 -0.09 -0.554
C 3.6742 -1.9343 3.5968 0.73 0.06 0.58 -0.772
H 4.5291 -0.8155 6.5538 0.21 -0.24 -0.07 0.289
H 4.5754 0.6270 5.6604 -0.31 0.01 -0.32 0.303
H 5.6331 -0.6603 5.1484 -0.16 -0.37 -0.16 0.336
H 3.5690 -2.9577 3.9654 -0.35 -0.01 -0.09 0.318
H 4.7262 -1.8691 3.3149 -0.15 0.14 -0.42 0.351
H 2.9905 -1.7439 2.7757 -0.05 -0.12 -0.01 0.022
C -4.6326 -0.8186 -1.7121 -0.24 -0.54 0.07 -1.296
C -3.5952 -1.9330 -1.6482 -0.68 -0.43 -0.80 0.815
O -2.6404 -1.8435 -0.9217 0.30 0.15 0.13 -0.403
C -3.8183 -3.2250 -2.4450 -0.59 0.12 -0.08 -0.879
H -4.7384 -0.4491 -0.6933 0.09 0.40 -0.14 0.341
H -5.6083 -1.1763 -2.0449 0.09 -0.15 0.01 0.413
H -4.3495 -0.0346 -2.4146 0.26 0.09 0.20 0.278
H -4.8125 -3.3682 -2.8788 -0.19 0.40 0.45 0.404
H -3.6517 -4.0367 -1.7377 0.32 -0.16 -0.26 0.281
H -3.1984 -3.3112 -3.3367 0.65 0.07 0.34 0.035
```
Forces are in eV/Å.

## Properties
Molecular weight (g/mol): 617.665
Charge: 0
LUMO (eV): 0.374
Gap between HOMO and LUMO (eV): 9.141
Multiplicity: 1
Relative energy (zero: lowest compared OMol25 entry of this formula, charge and spin) (kcal/mol): 0.0